# C5H7N2O

A gas-phase ion, C5H7N2O (charge +1) in a non-equilibrium geometry (ωB97M-V/def2-TZVPD, OMol25).

Cartesian coordinates (Å):
C  0.459  -1.254  0.027
C  1.431  -0.241  -0.555
C  -0.968  -0.701  0.034
C  -1.607  1.808  -0.120
C  -1.023  0.691  0.626
N  -0.360  1.761  -0.183
N  2.529  0.018  -0.106
O  3.576  0.212  0.315
H  0.780  -1.538  1.031
H  1.047  0.344  -1.396
H  -1.368  -0.682  -0.982
H  -1.581  -1.378  0.632
H  0.506  -2.142  -0.613
H  -2.479  2.343  -0.415
H  -0.942  0.759  1.705

The gap between HOMO and LUMO (spin up / spin down) comes out at 0.38083 / 0.19459 Ha. Its expectation value of S² is 2.013. The value obtained for the energy relative to the best compared isomer or geometry (same formula, charge and spin) is 2.309 eV. As for the highest occupied orbital energy (spin up / spin down): -14.39 / -14.28 eV. Its multiplicity is 3. As for the charge: +1.